{"formula": "C34H23BiBrCl2N5O6", "method": "the ωB97M-V functional and the def2-TZVPD basis", "species": ["Bi", "Br", "C", "C", "C", "C", "O", "C", "C", "N", "C", "C", "C", "C", "C", "C", "C", "C", "N", "C", "C", "H", "H", "H", "H", "H", "H", "H", "H", "H", "H", "C", "N", "C", "C", "C", "O", "N", "C", "O", "H", "H", "H", "H", "H", "O", "C", "C", "C", "C", "C", "C", "C", "O", "O", "H", "H", "H", "H", "H", "Cl", "C", "C", "C", "C", "C", "Cl", "C", "N", "H", "H", "H"], "xyz": [[0.41368, -0.42454, -0.17397], [-1.31512, -0.47174, -7.40767], [-0.46432, -0.93164, -5.76007], [-0.61472, -2.22594, -5.26117], [-0.03932, -2.53914, -4.06627], [0.67528, -1.58334, -3.26747], [1.08488, -1.91404, -2.12577], [0.87498, -0.27954, -3.86767], [1.68468, 0.72786, -3.27757], [2.28038, 0.57246, -2.14897], [3.05988, 1.50046, -1.53087], [3.28918, 2.81256, -1.93427], [4.11488, 3.66826, -1.20937], [4.72798, 3.25686, -0.05517], [4.49598, 1.95606, 0.42823], [5.03368, 1.48126, 1.64203], [4.71088, 0.22586, 2.08333], [3.88198, -0.56414, 1.27283], [3.40998, -0.17524, 0.12283], [3.66748, 1.06596, -0.30777], [0.26688, 0.01306, -5.09757], [-1.19322, -2.95274, -5.81527], [-0.16292, -3.52934, -3.65207], [1.81758, 1.63766, -3.89247], [2.80828, 3.19336, -2.82227], [4.26428, 4.67996, -1.56527], [5.36858, 3.92646, 0.50503], [5.69598, 2.12286, 2.21363], [5.08828, -0.16814, 3.01923], [3.59618, -1.56514, 1.57243], [0.36498, 1.01236, -5.50367], [-0.76852, -2.08774, 5.21133], [-0.15862, -1.04774, 4.42543], [0.70608, -0.14564, 4.93593], [1.30658, 0.76736, 4.15433], [1.09948, 0.71986, 2.70793], [1.69878, 1.45916, 1.93493], [0.20988, -0.20564, 2.25603], [-0.50052, -1.02764, 3.03513], [-1.39422, -1.76494, 2.68623], [-0.58472, -1.91634, 6.27113], [-0.36502, -3.06044, 4.91583], [-1.83942, -2.10504, 5.00663], [0.87528, -0.19674, 6.00883], [1.97778, 1.50936, 4.55543], [-2.75472, 1.97726, 1.61263], [-3.43212, 2.60346, 0.64493], [-4.56862, 3.33126, 1.01193], [-5.30782, 4.01226, 0.06823], [-4.93932, 3.98076, -1.26817], [-3.81852, 3.26306, -1.64197], [-3.05282, 2.57546, -0.70957], [-1.82832, 1.81286, -1.18057], [-1.57802, 1.72966, -2.37007], [-1.11752, 1.34546, -0.21287], [-1.99212, 1.51826, 1.16343], [-4.84612, 3.34036, 2.05683], [-6.17962, 4.57516, 0.37753], [-5.52632, 4.51036, -2.00787], [-3.50942, 3.22366, -2.67647], [1.10178, -3.02024, 0.97763], [-0.48672, -3.66014, 0.65243], [-0.77772, -4.93404, 1.07403], [-2.03482, -5.48154, 0.84583], [-2.99242, -4.71344, 0.18973], [-2.68372, -3.44404, -0.22027], [-3.89432, -2.50234, -1.00717], [-1.42482, -2.79714, -0.01287], [-1.22632, -1.57194, -0.37897], [-0.02612, -5.51264, 1.59853], [-2.26742, -6.48334, 1.18223], [-3.98622, -5.10464, 0.00883]], "atomic_forces_ev_per_a": [[-0.1, 0.3, -0.4], [0.0, 0.0, -0.1], [0.0, 0.5, -0.3], [0.1, -0.1, 0.2], [-0.1, -0.2, -0.1], [0.1, 0.0, -0.1], [0.2, 0.0, 0.2], [-0.3, -0.4, -0.1], [0.5, 0.4, 0.1], [-0.7, -0.5, -0.5], [0.5, 1.1, 0.0], [-0.3, -0.6, -0.1], [0.3, 0.2, 0.3], [0.0, 0.2, -0.1], [-0.2, -0.3, -0.1], [0.0, -0.3, 0.2], [0.3, 0.3, 0.0], [0.0, -0.1, -0.2], [-0.1, -0.7, 0.1], [0.4, 0.7, 0.1], [-0.1, -0.1, -0.1], [0.0, -0.1, 0.0], [0.0, 0.0, 0.1], [-0.1, -0.1, 0.1], [-0.1, 0.0, -0.1], [0.0, 0.0, 0.0], [0.0, 0.0, 0.1], [-0.1, 0.0, 0.0], [0.0, 0.1, 0.0], [0.0, -0.1, 0.2], [0.0, 0.0, 0.0], [-0.2, -0.2, -0.1], [-0.1, 0.0, -0.2], [0.2, 0.2, 0.1], [0.2, 0.1, 0.1], [-0.2, -0.1, 0.7], [0.1, 0.4, -0.2], [0.1, 0.4, -0.8], [-0.1, -0.1, 1.0], [-0.3, -0.3, -0.1], [0.1, 0.1, 0.0], [-0.1, 0.0, 0.1], [0.0, 0.0, 0.1], [0.0, 0.0, -0.1], [0.1, 0.0, 0.0], [0.0, -0.1, 0.1], [0.0, 0.1, -0.1], [0.0, 0.0, 0.1], [0.0, 0.0, 0.1], [-0.1, 0.1, -0.2], [0.0, 0.0, 0.1], [0.1, -0.2, 0.0], [-0.3, 0.3, 0.0], [0.2, -0.1, -0.2], [0.3, -0.2, 0.3], [-0.1, 0.1, 0.0], [0.0, 0.0, 0.1], [-0.1, 0.0, 0.0], [0.0, 0.0, 0.0], [0.1, -0.1, -0.1], [0.4, -0.3, 0.1], [-0.5, -0.4, -0.2], [0.1, -0.1, 0.1], [0.0, -0.3, 0.1], [0.1, -0.1, 0.1], [-0.1, -0.2, 0.0], [-0.5, 0.2, -0.3], [0.5, -0.2, 0.2], [-0.5, 0.4, -0.2], [0.1, 0.0, 0.0], [0.0, 0.0, 0.0], [0.0, 0.0, 0.0]], "de_lowest_kcal_mol": 21.0, "charge": -2, "e_homo_ev": -1.1, "homo_lumo_gap_ev": 5.274, "lumo_ev": 4.207}

---

{"formula": "H2InO", "method": "the ωB97M-V functional and the def2-TZVPD basis", "species": ["In", "O", "H", "H"], "xyz": [[-24.75957, -1.52331, 18.24979], [-25.84589, 0.96210, 17.04556], [-26.77739, 1.01835, 16.67632], [-25.80557, 1.82030, 17.56318]], "atomic_forces_ev_per_a": [[-0.3, 0.6, -0.2], [0.5, -0.3, -0.2], [-0.5, -0.6, -0.2], [0.4, 0.2, 0.6]], "de_lowest_kcal_mol": 25.6, "charge": 3, "e_homo_ev": -30.5, "homo_lumo_gap_ev": 5.580, "lumo_ev": -24.965}

---

{"formula": "C4H13NO2", "method": "the ωB97M-V functional and the def2-TZVPD basis", "species": ["C", "C", "N", "C", "C", "H", "H", "H", "H", "H", "H", "H", "H", "H", "O", "H", "H", "O", "H", "H"], "xyz": [[1.58128, 2.86121, 3.34576], [0.59033, 2.03106, 3.14919], [0.59637, 0.62153, 3.16294], [-0.13130, -0.16541, 2.09411], [-1.73515, -0.21992, 2.03585], [1.39910, 3.86051, 3.49519], [2.48183, 2.50491, 3.71273], [-0.20643, 2.50972, 2.58364], [1.67537, 0.40928, 3.21015], [0.21601, -1.32187, 2.05954], [0.24756, 0.51872, 1.03822], [-2.30579, -0.27283, 3.02637], [-2.01295, -1.14994, 1.50801], [-2.21356, 0.71897, 1.72157], [-1.22122, -0.18404, -6.72071], [-2.13173, -0.28333, -6.97448], [-1.34787, 0.73285, -6.25670], [1.65723, -4.73522, -5.50746], [1.00822, -4.61231, -4.78240], [1.85269, -3.82389, -5.90154]], "atomic_forces_ev_per_a": [[0.3, -1.1, 1.0], [-1.9, -1.0, -2.7], [2.3, -0.6, 0.4], [1.0, 1.0, -2.6], [0.3, 0.4, 2.2], [-0.4, 2.3, -0.3], [1.9, -0.6, 0.7], [-0.9, -0.4, 0.7], [-3.0, -0.3, -0.2], [-0.3, 3.1, 0.2], [-1.2, -2.7, 2.4], [1.5, -0.5, -0.6], [0.0, 0.9, -0.2], [0.5, -0.5, -1.0], [-0.2, 3.1, 1.6], [-0.7, -0.7, -0.5], [0.9, -2.4, -1.1], [0.0, 1.7, -0.3], [0.6, 0.2, -0.8], [-0.6, -1.9, 1.1]], "de_lowest_kcal_mol": 80.7, "e_homo_ev": -8.3, "homo_lumo_gap_ev": 9.076, "lumo_ev": 0.757}

---

{"formula": "CH12O4S2", "method": "the ωB97M-V functional and the def2-TZVPD basis", "species": ["C", "S", "S", "H", "H", "H", "H", "O", "H", "H", "O", "H", "H", "O", "H", "H", "O", "H", "H"], "xyz": [[1.25093, -2.17227, 0.38770], [1.50641, -2.14684, -1.44600], [2.60782, -0.28261, -1.34565], [0.99845, -3.20190, 0.62593], [2.16693, -1.93066, 0.91494], [0.43738, -1.50560, 0.65511], [1.48538, 0.44711, -1.56274], [-1.96905, -0.28780, -0.97013], [-2.92144, -0.38270, -1.01460], [-1.78869, -0.37802, -0.00431], [-1.45756, 0.19261, 1.73240], [-0.74138, 0.85290, 1.71682], [-2.22591, 0.59382, 2.14879], [0.76674, 1.43274, 0.95320], [1.72027, 1.55798, 0.95991], [0.53839, 1.66226, 0.00940], [-0.39529, 1.87164, -1.31472], [-0.99853, 1.11576, -1.45917], [-0.98085, 2.56159, -0.98689]], "atomic_forces_ev_per_a": [[-0.3, -0.7, -0.7], [1.1, 1.5, 1.3], [-1.1, -1.0, -0.8], [-0.2, -0.1, 0.1], [0.1, 0.2, -0.1], [0.1, 0.1, 0.1], [0.5, 0.0, 0.0], [0.0, -0.3, 0.5], [-0.2, 0.0, -0.3], [0.1, 0.3, -0.3], [-0.3, -0.2, 0.1], [0.2, -0.1, -0.1], [0.1, 0.0, 0.1], [0.4, 0.6, -0.6], [0.1, -0.2, 0.4], [-0.3, -0.4, 0.8], [-0.2, 0.4, -0.5], [0.0, -0.2, 0.2], [0.0, 0.1, -0.1]], "de_lowest_kcal_mol": 5.7, "e_homo_ev": -8.8, "homo_lumo_gap_ev": 9.189, "lumo_ev": 0.341}

---

{"formula": "C8H17NO2Si", "method": "the ωB97M-V functional and the def2-TZVPD basis", "species": ["C", "C", "O", "N", "C", "O", "C", "C", "Si", "C", "C", "C", "H", "H", "H", "H", "H", "H", "H", "H", "H", "H", "H", "H", "H", "H", "H", "H", "H"], "xyz": [[3.35835, -1.17464, -0.63931], [1.89760, -0.94070, -0.34503], [1.45940, -1.49166, 0.84019], [1.50069, 0.43119, -0.35425], [1.81251, 1.64052, 0.07468], [2.81188, 2.17848, 0.46364], [0.39861, 2.21361, 0.00472], [-0.09303, 0.83890, -0.60639], [-1.56428, -0.03478, 0.04654], [-1.48160, -0.12085, 2.04435], [-1.65519, -1.76665, -0.68261], [-3.03082, 1.01952, -0.42983], [3.99153, -1.14677, 0.29053], [3.41729, -2.08838, -1.14966], [3.83120, -0.45656, -1.29500], [1.38048, -1.48736, -1.09743], [1.55794, -0.78227, 1.52488], [0.05921, 2.47554, 1.05237], [0.27842, 3.20515, -0.54942], [-0.07763, 0.78369, -1.79114], [-0.57296, -0.18335, 2.46318], [-2.08510, 0.66001, 2.38609], [-2.11806, -0.92921, 2.24489], [-2.12922, -1.71971, -1.68335], [-0.64994, -2.06920, -0.78779], [-2.09559, -2.57885, -0.00990], [-3.25193, 0.65586, -1.57586], [-3.90181, 0.72304, 0.16039], [-3.04794, 2.14541, -0.59945]], "atomic_forces_ev_per_a": [[1.3, 1.2, 1.6], [1.2, 1.1, -0.1], [-0.2, 0.0, 2.2], [-4.2, -1.7, -1.6], [-0.3, 2.4, 0.8], [1.1, -0.3, 0.2], [-0.6, 1.4, -0.1], [4.1, 0.6, -2.3], [-0.1, -0.4, 2.7], [-2.6, 0.2, -4.4], [-1.5, -0.2, 0.6], [-0.9, 0.2, -3.6], [-0.7, -0.3, -0.8], [0.5, -1.6, -0.3], [-0.3, 0.5, -0.3], [-0.8, 0.0, -0.9], [0.0, -1.1, -0.7], [0.1, -0.8, -1.0], [0.2, -1.6, 0.3], [-0.5, 0.7, 2.2], [3.1, -0.3, 1.6], [-0.4, 1.8, 0.7], [-0.4, -1.8, 0.6], [0.1, -0.4, 0.6], [1.3, -0.4, -0.4], [0.1, 1.3, -1.0], [0.2, 0.6, 2.6], [0.0, 0.1, -0.1], [0.5, -1.4, 0.8]], "de_lowest_kcal_mol": 70.8, "e_homo_ev": -9.4, "homo_lumo_gap_ev": 10.162, "lumo_ev": 0.719}

---

{"formula": "C3H9N3O", "method": "the ωB97M-V functional and the def2-TZVPD basis", "species": ["C", "C", "N", "N", "N", "C", "O", "H", "H", "H", "H", "H", "H", "H", "H", "H"], "xyz": [[0.37729, -1.24198, 1.13845], [-0.67594, -0.60509, 0.54563], [2.66170, 0.50654, -0.91881], [-1.56261, -1.24074, -0.39994], [-1.69279, 1.47628, -0.07813], [-0.74194, 0.79387, 0.58037], [1.47610, 0.19721, -0.31523], [2.55827, 0.58403, -1.92965], [3.06942, 1.36080, -0.54040], [-1.05093, -1.46264, -1.24928], [-1.94345, -2.10176, -0.02952], [-1.65674, 2.47614, -0.15719], [-2.28710, 0.94997, -0.70337], [0.55298, -2.29537, 0.96444], [0.99352, -0.75188, 1.87448], [-0.07780, 1.35461, 1.21814]], "atomic_forces_ev_per_a": [[-0.2, 0.0, 0.0], [0.0, 0.0, 0.0], [-0.3, 0.0, 0.1], [0.0, 0.0, 0.0], [-0.1, 0.0, -0.1], [0.0, -0.1, 0.0], [0.6, 0.2, -0.3], [0.0, 0.0, 0.2], [-0.1, -0.1, 0.0], [0.0, 0.0, 0.1], [0.0, 0.0, 0.0], [0.0, -0.1, 0.0], [0.1, 0.1, 0.1], [0.0, 0.0, 0.0], [0.0, 0.0, 0.0], [0.0, 0.0, 0.0]], "de_lowest_kcal_mol": 118.1, "e_homo_ev": [-7.7, -6.1], "homo_lumo_gap_ev": [8.450, 6.618], "lumo_ev": [0.798, 0.544]}

---

{"formula": "C5H7N", "method": "the ωB97M-V functional and the def2-TZVPD basis", "species": ["C", "C", "C", "C", "N", "C", "H", "H", "H", "H", "H", "H", "H"], "xyz": [[-0.83886, -0.64201, -0.85579], [0.54465, -0.13063, -0.98436], [-0.72840, 0.69543, -0.24232], [0.16222, 0.71640, 1.00247], [0.13896, -0.41594, 1.85574], [1.23660, 0.02578, 0.33255], [-1.38764, -0.59540, -1.79416], [-1.01301, -1.55600, -0.30032], [1.08752, -0.21410, -1.93976], [-1.41087, 1.51203, -0.47832], [0.33597, 1.66775, 1.48423], [-0.44458, -1.16016, 1.47889], [2.31744, 0.09684, 0.44115]], "atomic_forces_ev_per_a": [[-0.2, -0.4, 0.0], [-0.6, 0.4, 0.1], [0.4, 0.3, -0.9], [-0.1, 0.8, -0.1], [1.8, -0.7, -1.1], [-0.3, -0.7, 1.1], [0.0, -0.2, 0.1], [-0.2, -0.1, 0.1], [-0.4, 0.5, 0.5], [0.4, -0.2, -0.4], [-0.3, 0.2, 0.1], [-0.1, 0.2, 0.0], [-0.5, -0.2, 0.5]], "de_lowest_kcal_mol": 118.0, "e_homo_ev": -8.0, "homo_lumo_gap_ev": 8.943, "lumo_ev": 0.901}